No. 1
ORCA calculation (ωB97M-V/def2-TZVPD) on a 2-piece molecular cluster, C5H11BrO2 overall.

Gap between HOMO and LUMO = 9.54 eV
Energy relative to the best compared isomer or geometry (same formula, charge and spin) = 27.25 kcal per mole

Last column: natural (NBO) charge in e.
Positions of all 19 atoms, in Å:
Br  2.755  -0.467  -2.506  -0.08
O  1.833  -0.662  0.323  -0.69
O  -0.370  2.258  0.534  -0.70
C  1.074  -1.337  -1.913  -0.43
C  -2.224  0.932  0.146  -0.56
C  -1.113  1.150  0.891  0.33
C  1.175  -1.530  -0.416  -0.09
C  -0.563  0.546  2.051  -0.69
H  0.115  -1.280  -0.142  0.17
H  -2.596  1.617  -0.690  0.19
H  -0.789  2.619  -0.280  0.48
H  -2.921  0.141  0.290  0.21
H  1.149  -2.188  -2.578  0.23
H  -0.990  -0.330  2.339  0.23
H  -0.611  1.314  2.879  0.24
H  0.535  0.325  1.786  0.26
H  1.388  -2.594  -0.209  0.19
H  0.279  -0.683  -2.383  0.23
H  1.874  0.170  -0.121  0.48


No. 2
ORCA calculation (ωB97M-V/def2-TZVPD) on a single C5H11Cl molecule.

Gap between HOMO and LUMO = 11.07 eV
Energy relative to the best compared isomer or geometry (same formula, charge and spin) = 66.26 kcal per mole

Last column: natural (NBO) charge in e.
Positions of all 17 atoms, in Å:
Cl  -2.977  -0.589  -0.263  -0.16
C  1.736  -0.151  -0.801  -0.61
C  -0.190  -1.173  0.481  -0.41
C  -1.306  1.433  0.243  -0.65
C  -1.154  -0.095  -0.215  -0.07
C  1.043  -0.432  0.471  -0.46
H  1.006  0.379  1.304  0.22
H  1.729  -1.138  0.853  0.21
H  -1.996  1.951  -0.334  0.23
H  -1.928  1.335  1.223  0.22
H  2.130  -0.903  -1.480  0.24
H  2.785  0.386  -0.455  0.21
H  -0.387  -1.509  1.589  0.23
H  -0.508  -1.935  -0.418  0.24
H  1.180  0.701  -1.267  0.20
H  -0.292  1.822  0.224  0.21
H  -0.871  -0.082  -1.155  0.16


No. 3
ORCA calculation (ωB97M-V/def2-TZVPD) on an isolated ion of composition C5H11Cl2N2 and charge +1.

Gap between HOMO and LUMO = 6.31 eV
Charge = +1
Energy relative to the best compared isomer or geometry (same formula, charge and spin) = 46.59 kcal per mole

Last column: natural (NBO) charge in e.
Positions of all 20 atoms, in Å:
Cl  2.153  1.113  -0.886  0.26
Cl  4.135  -0.966  -0.457  0.18
N  1.934  -0.807  0.977  -0.46
N  -1.002  0.337  -0.276  -0.47
C  -0.782  0.307  -1.705  -0.42
C  -1.972  1.326  0.081  -0.39
C  -0.579  -0.875  0.445  -0.21
C  0.621  -0.596  1.448  -0.26
C  2.628  -0.233  -0.025  0.23
H  0.652  -1.306  2.224  0.23
H  -1.918  1.587  1.090  0.20
H  -1.743  2.151  -0.522  0.20
H  -0.432  1.371  -2.000  0.19
H  -0.274  -1.715  -0.284  0.22
H  2.453  -1.594  1.347  0.44
H  -3.044  0.994  -0.202  0.18
H  -1.451  -1.125  1.057  0.23
H  -0.277  -0.664  -1.882  0.20
H  -1.716  0.189  -2.278  0.20
H  0.613  0.506  1.850  0.25


No. 4
ORCA calculation (ωB97M-V/def2-TZVPD) on C5H11ClCoLuNS as an isolated structure.

Gap between HOMO and LUMO (alpha / beta) = 6.86 / 6.57 eV
Charge = -1
Spin multiplicity = 5
⟨S²⟩ = 6.0138

Last column: natural (NBO) charge in e.
Positions of all 21 atoms, in Å:
Lu  -3.593  -0.480  -2.957  2.12
Co  0.030  -0.099  0.008  1.12
Cl  -0.200  -0.001  -2.150  -0.71
S  1.319  -1.475  1.016  -0.36
N  2.963  0.521  2.292  -0.44
C  -0.274  1.778  0.911  -1.18
C  -5.474  -0.826  -2.029  -1.03
C  -2.431  -2.300  -3.447  -1.41
C  -3.144  1.642  -3.419  -1.41
C  2.262  -0.283  1.741  0.05
H  -1.279  2.141  0.626  0.19
H  -2.157  1.619  -3.902  0.24
H  -3.975  2.008  -4.050  0.20
H  -0.184  1.642  2.005  0.20
H  -6.149  0.031  -1.767  0.17
H  -1.513  -1.929  -3.921  0.24
H  -3.125  2.105  -2.410  0.23
H  -3.081  -2.924  -4.088  0.20
H  -2.252  -2.741  -2.444  0.22
H  0.514  2.460  0.535  0.20
H  -5.801  -1.870  -1.781  0.17


No. 5
ORCA calculation (ωB97M-V/def2-TZVPD) on C5H11ClFeNY as an isolated structure.

Gap between HOMO and LUMO (alpha / beta) = 7.84 / 7.30 eV
Charge = -1
Spin multiplicity = 6
⟨S²⟩ = 8.7801

Last column: natural (NBO) charge in e.
Positions of all 20 atoms, in Å:
Y  -0.319  -0.172  0.442  1.91
Fe  2.791  0.873  -0.539  1.14
Cl  4.572  -0.320  -0.687  -0.68
N  1.785  2.475  1.888  -0.39
C  -1.188  -2.107  -0.715  -1.32
C  -2.166  1.032  0.188  -0.98
C  2.020  1.824  0.916  -0.30
C  -1.050  -1.297  2.366  -1.32
C  1.808  1.423  -2.148  -1.23
H  -2.542  1.821  0.882  0.16
H  -0.552  -2.656  -1.434  0.20
H  -0.448  -1.385  3.275  0.20
H  -2.868  0.897  -0.670  0.16
H  2.490  1.026  -2.924  0.22
H  -1.955  -1.496  -1.238  0.19
H  -1.854  -0.557  2.559  0.20
H  -1.671  -2.792  0.009  0.22
H  -1.558  -2.261  2.204  0.21
H  1.947  2.516  -1.996  0.21
H  0.757  1.156  -2.378  0.21


Values of strongest force on any atom, in order: 0.10848; 0.12800; 0.10600; 0.08868; 0.11565, all in hartree/bohr.
Values of electronic energy, in order: -2921.5229; -657.1944; -1226.6645; -3728.4296; -2013.9949, all in hartree.